# 1
Density functional theory data (wB97M-V/def2-TZVPD) for a single C3H3NO2 molecule.

Computed properties:
HOMO energy   -0.36998 hartree
Total charge   0
Frontier orbital gap   10.542 eV
SMILES   O=C[C@@H]1NC1=O
LUMO level   0.5 eV

Geometry (Å):
O (-1.392, -0.293, 2.198)
O (0.800, 1.746, -0.388)
N (-1.056, -0.359, -0.191)
C (0.334, -0.505, 0.218)
C (1.220, 0.681, -0.004)
C (-0.901, -0.360, 1.109)
H (-1.650, -0.444, -1.003)
H (2.293, 0.523, 0.228)
H (0.801, -1.490, 0.137)

Atomic forces in eV per Å
0.293 -0.073 -0.596
0.268 -0.444 0.102
-0.189 -0.042 0.191
0.279 -0.039 -0.025
-0.152 0.310 -0.062
-0.356 0.046 0.224
0.059 0.022 0.162
-0.133 0.057 -0.011
-0.068 0.163 0.015

Atom charges from the Mulliken analysis, given in e for atoms 1 to 2: atom 1 (O): -0.52, atom 2 (O): -0.47


# 2
Density functional theory data (wB97M-V/def2-TZVPD) for C4H3NO3 as an isolated structure.

Computed properties:
HOMO energy   -0.35628 hartree
Total charge   0
Frontier orbital gap   9.567 eV
LUMO level   -0.1 eV

Geometry (Å):
O (3.334, -0.201, -0.189)
O (-0.095, 0.832, 0.147)
O (-0.445, -1.297, -0.150)
N (1.926, -0.497, 0.237)
C (-2.328, 0.096, 0.084)
C (-3.616, -0.140, -0.084)
C (1.304, 0.697, -0.117)
C (-0.912, -0.237, 0.026)
H (-4.646, 0.005, -0.082)
H (1.798, 1.787, -0.505)
H (3.681, -1.046, 0.632)

Atomic forces in eV per Å
0.114 -5.325 5.233
1.670 1.633 -0.389
-0.518 -2.505 -0.289
-0.904 7.169 -3.104
-8.516 -1.984 -1.245
9.896 1.936 1.400
0.991 -2.331 1.612
0.517 0.950 -0.067
-1.220 0.007 -0.100
-1.329 -3.641 1.117
-0.700 4.092 -4.167

Atom charges from the Mulliken analysis, given in e for atoms 1 to 2: atom 1 (O): -0.45, atom 2 (O): -0.28


# 3
Density functional theory data (wB97M-V/def2-TZVPD) for a 5-piece molecular cluster, C23H37N4O6PS overall.

Computed properties:
HOMO energy   -0.29907 hartree
Total charge   0
Frontier orbital gap   8.205 eV
LUMO level   0.1 eV

Geometry (Å):
S (-2.789, -2.515, 1.692)
P (1.637, -0.180, 4.248)
O (-2.891, -2.734, 3.120)
O (-1.484, -1.540, 1.488)
O (2.529, -1.060, 3.254)
O (2.483, 0.538, 5.204)
O (-2.069, -3.773, 0.998)
O (0.572, -1.194, 4.877)
N (2.824, 6.594, -7.807)
N (-2.886, -3.342, 7.265)
N (0.666, 3.347, -5.334)
N (0.593, -2.517, -2.076)
C (-1.002, -1.066, -2.565)
C (-3.751, -3.493, 6.215)
C (2.572, -2.023, 1.047)
C (-0.185, 2.372, -4.889)
C (3.521, 7.752, -8.021)
C (-0.127, -1.178, -3.680)
C (3.624, 7.933, -9.374)
C (0.005, 4.173, -6.204)
C (2.480, 6.030, -9.007)
C (-0.531, -1.905, -1.590)
C (2.963, 6.840, -9.999)
C (0.848, -2.081, -3.347)
C (-1.397, -0.429, 2.417)
C (-4.885, -3.657, 8.154)
C (0.251, -3.613, 4.982)
C (0.598, 0.922, 3.266)
C (-1.402, 2.577, -5.481)
C (-5.002, -3.690, 6.737)
C (1.006, -2.404, 5.530)
C (-0.168, 0.397, 2.045)
C (-1.281, 3.720, -6.317)
C (2.048, -2.159, 2.469)
C (-3.566, -3.440, 8.449)
H (-3.410, -3.441, 5.196)
H (3.881, 8.345, -7.199)
H (-0.902, -2.117, -0.600)
H (-0.352, -4.100, 5.747)
H (2.855, 6.669, -11.057)
H (-1.332, -0.823, 3.427)
H (-0.098, 1.370, 3.981)
H (0.813, -2.268, 6.594)
H (-5.903, -3.840, 6.166)
H (0.929, -4.356, 4.563)
H (-0.208, -0.661, -4.621)
H (-2.051, 4.160, -6.930)
H (4.117, 8.756, -9.862)
H (1.926, 5.108, -9.052)
H (1.694, -2.445, -3.903)
H (-5.679, -3.776, 8.873)
H (1.148, -3.185, -1.574)
H (3.433, -1.357, 1.050)
H (0.499, 5.009, -6.669)
H (-2.305, 0.174, 2.342)
H (-0.431, -3.291, 4.195)
H (-3.059, -3.343, 9.394)
H (0.958, -2.192, 2.494)
H (2.407, -3.078, 2.936)
H (1.285, 1.712, 2.957)
H (1.626, 3.437, -5.060)
H (-1.901, -3.176, 7.179)
H (-1.878, -0.444, -2.490)
H (2.600, 6.218, -6.905)
H (-0.487, 1.254, 1.451)
H (2.086, -2.509, 5.420)
H (-1.143, -3.821, 1.297)
H (2.911, -2.988, 0.666)
H (1.826, -1.617, 0.363)
H (0.145, 1.622, -4.191)
H (0.481, -0.182, 1.389)
H (-2.283, 1.975, -5.333)

Atomic forces in eV per Å
-0.098 0.121 0.186
0.095 0.180 0.191
0.091 -0.093 -0.174
-0.042 -0.067 0.151
-0.125 0.049 0.026
-0.086 -0.121 -0.141
0.144 0.065 -0.010
-0.091 -0.144 -0.347
-0.003 -0.012 0.017
0.034 -0.014 -0.008
-0.018 0.015 -0.006
0.013 -0.005 0.006
0.026 0.028 0.006
-0.016 -0.013 0.076
0.066 -0.074 0.008
0.028 0.019 0.024
-0.006 -0.005 -0.007
0.022 -0.010 -0.055
0.000 -0.001 -0.005
0.044 -0.021 0.010
0.009 0.016 0.027
0.004 -0.057 0.069
-0.002 -0.009 -0.013
-0.015 0.034 0.012
0.017 0.087 -0.060
0.000 0.002 -0.001
-0.026 0.087 -0.116
-0.074 -0.076 -0.024
-0.007 -0.015 -0.001
-0.003 -0.006 -0.005
0.088 0.044 0.302
-0.027 0.049 0.090
-0.007 0.009 -0.004
0.013 -0.003 -0.068
-0.002 0.011 -0.003
-0.010 0.017 0.009
-0.002 0.004 -0.002
0.087 0.064 -0.211
0.034 -0.053 0.008
-0.001 0.001 0.000
0.045 -0.058 0.034
0.059 0.087 0.007
0.010 0.038 -0.007
0.003 -0.003 0.000
-0.020 -0.018 0.032
-0.012 -0.024 -0.018
0.001 0.001 0.000
0.000 -0.001 -0.001
-0.003 0.002 -0.004
-0.008 -0.006 -0.011
0.001 -0.003 -0.001
-0.004 -0.008 -0.029
0.021 -0.022 -0.009
-0.029 0.010 -0.013
-0.014 -0.036 -0.005
-0.051 -0.008 0.017
-0.002 -0.003 0.003
-0.070 0.008 -0.008
0.091 0.050 0.019
-0.005 0.030 0.052
-0.004 -0.009 -0.003
-0.029 0.035 0.004
-0.008 0.000 -0.002
0.011 0.008 0.000
0.039 -0.003 -0.034
-0.008 -0.016 -0.047
-0.121 -0.092 0.046
-0.079 -0.017 -0.049
0.016 0.040 0.009
-0.003 0.005 0.014
0.023 -0.087 0.051
0.001 -0.001 -0.002

Atom charges from the Mulliken analysis, given in e for atoms 1 to 2: atom 1 (S): 0.32, atom 2 (P): 1.01


# 4
Density functional theory data (wB97M-V/def2-TZVPD) for a 3-piece molecular cluster, C3H11O3S overall.

Computed properties:
HOMO energy   -0.14924 hartree
Total charge   -1
Frontier orbital gap   7.179 eV
LUMO level   3.1 eV

Geometry (Å):
S (-1.337, -1.775, -2.374)
O (3.012, -0.282, 0.250)
O (-0.695, -0.328, 3.024)
O (0.682, 0.583, 0.957)
C (-1.078, 0.496, -0.756)
C (-0.314, -0.524, -1.582)
C (-0.072, 1.326, 0.076)
H (0.431, -0.991, -0.938)
H (0.232, -0.031, -2.385)
H (-1.686, -0.059, -0.037)
H (-0.607, 2.136, 0.605)
H (2.037, -0.157, 0.523)
H (3.415, -0.104, 1.117)
H (0.614, 1.808, -0.662)
H (-1.586, -2.573, -1.323)
H (-0.062, 0.073, 2.347)
H (-1.324, -0.818, 2.480)
H (-1.663, 1.221, -1.320)

Atomic forces in eV per Å
-0.230 -0.403 -0.399
-0.083 -0.275 0.888
-0.054 -0.052 0.141
-0.441 -0.311 0.162
0.714 0.157 0.904
0.047 0.447 0.268
0.985 -0.361 0.166
-0.067 -0.055 -0.055
0.011 -0.040 -0.146
-0.353 0.168 -0.090
-0.189 0.027 -0.183
0.173 0.627 -0.498
0.046 -0.079 -0.561
-0.257 0.219 0.002
0.094 0.191 0.036
-0.295 -0.080 -0.335
0.251 0.156 0.070
-0.351 -0.337 -0.372

Atom charges from the Mulliken analysis, given in e for atoms 1 to 2: atom 1 (S): -0.28, atom 2 (O): -0.74


# 5
Density functional theory data (wB97M-V/def2-TZVPD) for a single C6H9NS molecule.

Computed properties:
HOMO energy   -0.28471 hartree
Total charge   0
Frontier orbital gap   7.631 eV
SMILES   C=C/C(=C/N)C(C)=S
LUMO level   -0.1 eV

Geometry (Å):
S (-2.309, -1.195, -0.103)
N (-2.160, 1.692, -0.261)
C (0.180, -2.094, 0.203)
C (-0.881, 1.643, 0.168)
C (1.370, 0.750, 0.114)
C (2.289, -0.051, -0.438)
C (-0.056, 0.470, 0.110)
C (-0.648, -0.866, 0.048)
H (-0.511, -2.752, 0.632)
H (1.683, 1.661, 0.677)
H (0.600, -2.592, -0.691)
H (-2.700, 0.869, -0.683)
H (-0.488, 2.680, 0.517)
H (3.410, 0.030, -0.407)
H (0.968, -1.768, 0.907)
H (-2.767, 2.548, 0.113)
H (2.018, -1.026, -0.905)

Atomic forces in eV per Å
0.677 0.150 -0.152
-1.747 2.286 1.341
1.307 1.062 0.453
-0.215 -0.227 -0.537
1.248 -0.136 0.577
1.128 -1.179 -0.224
-1.936 0.706 -0.050
-1.012 1.420 -1.167
-0.507 -1.415 0.824
-0.183 -0.614 -0.678
-0.230 0.712 0.289
1.363 1.010 1.191
-0.392 -2.091 -0.578
-1.359 0.614 0.210
0.032 -0.912 -0.302
1.848 -2.583 -1.392
-0.021 1.197 0.196

Atom charges from the Mulliken analysis, given in e for atoms 1 to 2: atom 1 (S): -0.46, atom 2 (N): -0.35


# 6
Density functional theory data (wB97M-V/def2-TZVPD) for C5H9NO as an isolated structure.

Computed properties:
HOMO energy   -0.35479 hartree
Total charge   0
Frontier orbital gap   10.165 eV
LUMO level   0.5 eV

Geometry (Å):
O (1.018, 1.668, 0.062)
N (2.280, -0.270, 0.732)
C (1.369, 0.332, 0.111)
C (0.311, -0.063, -0.844)
C (-1.308, -0.489, 1.339)
C (0.044, -1.166, -1.523)
C (-0.118, 1.383, -0.808)
H (-0.931, -0.838, 0.375)
H (-0.793, -1.223, -2.211)
H (2.869, 0.379, 1.252)
H (-1.053, 1.675, -0.318)
H (-0.804, 0.396, 1.755)
H (0.644, -2.052, -1.345)
H (-2.363, -0.263, 1.201)
H (-1.141, -1.330, 2.003)
H (-0.025, 1.860, -1.782)

Atomic forces in eV per Å
0.080 0.049 0.124
-0.294 0.345 -0.333
0.647 -0.391 0.036
0.392 -0.158 -0.902
-0.263 -0.268 0.207
0.315 0.314 -0.176
-0.190 0.121 -0.357
-0.399 0.482 1.050
0.139 -0.006 0.005
-0.067 -0.007 0.117
0.158 -0.324 -0.137
-0.011 -0.358 -0.382
-0.088 0.046 -0.063
-0.150 -0.114 0.323
-0.325 0.002 0.410
0.056 0.267 0.078

Atom charges from the Mulliken analysis, given in e for atoms 1 to 2: atom 1 (O): -0.42, atom 2 (N): -0.67


# 7
Density functional theory data (wB97M-V/def2-TZVPD) for a 2-piece molecular cluster, C17H19NO overall.

Computed properties:
HOMO energy   -0.28391 hartree
Total charge   0
Frontier orbital gap   8.339 eV
SMILES   Cc1c[nH]c2ccccc12.CCc1ccc(O)cc1
LUMO level   0.6 eV

Geometry (Å):
O (3.521, 2.132, 2.300)
N (-2.025, 2.386, -0.620)
C (-2.762, -1.080, -1.296)
C (3.818, -0.035, 1.769)
C (-1.942, 1.124, -1.420)
C (-2.556, 0.663, 0.753)
C (3.013, 1.073, 1.581)
C (1.385, -0.234, 0.410)
C (-2.959, 0.134, 2.050)
C (-2.369, -1.243, -2.591)
C (1.872, 1.008, 0.831)
C (3.487, -1.156, 1.101)
C (2.056, -2.575, -0.320)
C (-2.443, 2.045, 0.594)
C (-1.496, 1.005, -2.797)
C (-2.511, 0.073, -0.565)
C (2.359, -1.285, 0.417)
C (0.720, -3.204, 0.136)
C (-1.574, -0.248, -3.371)
H (-2.586, 2.731, 1.352)
H (2.946, 2.996, 2.340)
H (-1.219, 1.871, -3.219)
H (4.225, -1.956, 1.093)
H (0.601, -4.238, -0.159)
H (-3.864, 0.702, 2.506)
H (-2.476, -2.109, -3.118)
H (1.137, 1.792, 0.865)
H (-3.379, -0.928, 1.901)
H (-0.102, -2.567, -0.150)
H (-2.143, -0.006, 2.720)
H (0.770, -3.170, 1.273)
H (-3.161, -1.999, -0.818)
H (-1.988, 3.315, -0.959)
H (4.652, 0.054, 2.401)
H (0.408, -0.480, 0.084)
H (-1.384, -0.445, -4.469)
H (2.865, -3.236, 0.017)
H (2.123, -2.473, -1.416)

Atomic forces in eV per Å
-1.845 3.201 0.021
0.585 -3.168 -2.557
-0.160 -2.421 0.912
-0.840 1.400 -0.305
-0.928 1.612 0.490
-1.269 1.908 -1.045
1.626 0.267 1.224
3.548 -0.748 0.159
-3.297 -2.265 0.444
2.773 3.498 -1.130
-2.582 -0.448 0.547
2.769 -1.369 0.461
0.171 -0.614 0.559
0.621 -3.041 -0.065
-1.708 -2.788 3.799
2.499 3.166 -1.456
-4.224 -0.032 -2.060
1.086 0.760 1.772
-2.492 -0.713 0.531
-0.210 1.419 1.327
1.331 -2.819 -0.472
1.370 2.775 -1.912
-0.246 -0.207 0.090
-0.165 -0.069 -0.309
1.795 -0.731 -0.470
-0.715 -2.529 -0.863
0.065 0.688 -0.122
0.542 1.369 0.262
-0.490 -0.142 -0.268
0.510 0.244 0.787
-0.301 -0.234 -1.248
-0.036 0.812 -0.155
0.197 0.546 -0.466
1.017 0.038 0.581
-0.819 0.516 -0.586
0.038 0.271 1.610
-0.137 -0.228 -0.493
-0.081 0.075 0.405

Atom charges from the Mulliken analysis, given in e for atoms 1 to 2: atom 1 (O): -0.56, atom 2 (N): -0.08


# 8
Density functional theory data (wB97M-V/def2-TZVPD) for a single C21H27ClN2O4S2 molecule.

Computed properties:
HOMO energy   -0.33870 hartree
Total charge   0
Frontier orbital gap   9.590 eV
SMILES   Cc1cc(C)c(S(=O)(=O)N2CCCCC2)c(C)c1N(C)S(=O)(=O)c1ccc(Cl)cc1
LUMO level   0.4 eV

Geometry (Å):
Cl (1.050, 3.897, -4.137)
S (1.068, -0.170, 2.992)
S (-2.322, -1.005, -2.192)
O (1.831, -1.134, 3.739)
O (-3.215, -0.555, -1.169)
O (0.275, 0.779, 3.725)
O (-2.844, -1.712, -3.327)
N (-1.109, -1.913, -1.502)
N (2.122, 0.677, 1.999)
C (4.150, 2.368, 3.181)
C (0.103, 2.554, -3.616)
C (-0.526, -3.008, -2.241)
C (0.002, 1.435, -4.431)
C (-1.025, -1.843, 4.189)
C (-1.304, 1.531, -1.976)
C (-1.989, -2.674, 0.630)
C (-1.056, -1.923, -0.084)
C (4.263, 0.846, 3.209)
C (-3.008, -3.529, -0.057)
C (3.505, 0.246, 2.026)
C (1.964, 2.118, 1.988)
C (-0.756, 0.357, -4.006)
C (2.678, 2.775, 3.169)
C (-0.093, -1.139, 0.567)
C (-1.942, -2.627, 2.014)
C (-0.549, 2.614, -2.391)
C (-1.399, 0.414, -2.784)
C (-1.010, -1.858, 2.696)
C (-0.084, -1.119, 1.957)
C (0.893, -0.379, -0.267)
H (-3.928, -3.548, 0.522)
H (0.542, -2.837, -2.403)
H (1.907, -0.695, -0.034)
H (-0.466, 3.498, -1.778)
H (4.650, 2.797, 4.051)
H (2.192, 2.440, 4.086)
H (0.508, 1.413, -5.383)
H (0.820, 0.688, -0.076)
H (-3.231, -3.155, -1.052)
H (-0.657, -3.954, -1.714)
H (-2.661, -3.200, 2.580)
H (0.895, 2.326, 2.030)
H (4.642, 2.754, 2.284)
H (3.820, 0.457, 4.127)
H (-1.188, -0.829, 4.549)
H (5.309, 0.537, 3.168)
H (3.969, 0.552, 1.081)
H (-0.061, -2.166, 4.576)
H (-1.834, 1.536, -1.037)
H (3.503, -0.842, 2.093)
H (2.580, 3.860, 3.098)
H (-2.641, -4.554, -0.141)
H (0.699, -0.555, -1.321)
H (-1.807, -2.494, 4.571)
H (2.371, 2.492, 1.041)
H (-1.039, -3.062, -3.199)
H (-0.869, -0.523, -4.619)

Atomic forces in eV per Å
0.136 0.196 -0.076
0.224 0.090 -0.465
0.491 0.337 -0.386
0.155 -0.009 -0.271
0.236 0.073 0.155
-0.011 0.170 -0.263
0.297 0.036 -0.014
-1.033 0.292 -0.105
-0.866 -0.685 0.952
-0.113 -0.091 0.190
-0.175 -0.247 0.127
0.167 -0.127 -0.406
0.013 0.044 0.093
-0.107 -0.072 0.276
-0.080 0.007 0.030
0.178 0.014 0.074
0.033 0.157 0.665
0.032 0.121 -0.247
0.027 0.045 -0.030
0.421 -0.491 0.237
-0.390 0.503 0.216
-0.019 -0.054 -0.063
0.125 0.007 -0.240
0.110 -0.001 -0.253
0.183 0.119 -0.121
0.059 -0.033 -0.115
-0.472 -0.362 0.181
-0.160 -0.143 0.011
0.326 0.285 0.276
0.040 -0.030 -0.270
-0.079 -0.031 -0.007
-0.004 -0.044 0.009
0.076 0.056 -0.083
0.012 0.081 0.041
0.053 0.045 -0.057
-0.025 0.084 0.039
0.040 0.013 -0.073
0.081 0.066 -0.101
-0.121 -0.185 0.031
-0.051 0.031 0.019
-0.075 -0.040 0.099
0.075 0.201 -0.153
0.074 0.061 -0.015
0.077 -0.040 0.045
-0.079 -0.051 0.116
0.011 -0.052 0.032
-0.062 -0.054 -0.006
-0.075 -0.068 0.119
-0.041 0.106 0.151
0.214 0.044 -0.155
-0.051 0.023 0.030
-0.024 -0.065 -0.035
0.054 0.021 0.011
-0.032 -0.029 0.001
-0.065 -0.048 -0.007
0.159 -0.200 -0.051
0.028 -0.078 -0.157

Atom charges from the Mulliken analysis, given in e for atoms 1 to 2: atom 1 (Cl): -0.21, atom 2 (S): 1.62


- Among the records above, which one has the highest frontier orbital gap?
  C3H3NO2